Here is a cluster of 12 separate species, C26H76N4O12 in total from the Open Molecules 2025 dataset. Energies are from the ωB97M-V functional and the def2-TZVPD basis.

XYZ file:
```
118
Properties=species:S:1:pos:R:3:mulliken_charge:R:1
C 11.144 18.054 17.202 -1.577
C 9.916 17.876 16.351 0.785
C 9.942 18.779 15.172 -0.916
O 9.799 16.480 15.973 -0.347
H 11.259 17.212 17.884 0.386
H 10.905 18.996 17.808 0.365
H 11.993 18.244 16.581 0.364
H 9.054 18.027 16.978 0.252
H 10.127 19.803 15.563 0.466
H 9.035 18.793 14.632 -0.119
H 10.794 18.464 14.565 0.265
H 9.186 16.419 15.264 -0.105
C 5.759 13.048 16.983 -1.237
C 6.969 13.717 17.567 0.960
C 8.141 12.771 17.648 -1.307
O 7.261 14.929 16.764 -0.575
H 6.025 12.689 16.001 -0.025
H 4.890 13.683 16.897 0.410
H 5.433 12.171 17.519 0.415
H 6.734 14.078 18.600 0.110
H 8.343 12.108 16.829 0.088
H 8.017 12.044 18.462 0.475
H 9.122 13.239 17.820 0.489
H 8.209 15.093 16.908 -0.025
C 8.525 10.722 10.187 -1.168
C 9.120 11.819 9.322 0.429
C 8.011 12.715 8.784 -1.290
O 9.979 12.628 10.080 -0.262
H 7.924 10.083 9.493 0.442
H 7.794 11.077 10.961 0.141
H 9.292 10.203 10.728 0.143
H 9.763 11.421 8.505 0.443
H 7.399 12.099 8.074 0.434
H 8.423 13.564 8.253 0.296
H 7.376 12.998 9.666 0.193
H 9.481 13.107 10.769 -0.178
C 12.662 11.175 18.125 -0.997
C 13.454 10.757 16.866 0.424
C 13.272 9.279 16.715 -1.416
O 12.992 11.483 15.767 -0.280
H 11.605 11.264 17.947 0.185
H 13.050 12.162 18.406 0.209
H 12.838 10.481 18.953 0.448
H 14.535 10.902 16.951 0.264
H 13.756 8.855 15.788 0.314
H 12.210 9.092 16.590 0.319
H 13.692 8.787 17.626 0.409
H 12.280 10.968 15.431 0.087
C 9.910 17.078 11.551 -1.099
C 9.385 16.305 10.263 2.679
C 7.883 16.627 9.970 -1.238
O 10.339 16.610 9.258 -0.661
H 9.387 16.766 12.449 -0.128
H 9.834 18.191 11.534 0.482
H 10.976 16.774 11.764 0.176
H 9.434 15.255 10.588 -1.252
H 7.457 16.434 8.949 0.328
H 7.612 17.674 10.241 0.261
H 7.418 15.928 10.687 0.216
H 10.202 15.931 8.552 0.400
C 6.425 17.961 13.272 -1.082
C 6.169 16.593 13.895 0.582
C 5.111 15.747 13.124 -1.496
O 7.351 15.838 14.172 0.318
H 7.076 18.550 13.915 0.149
H 5.523 18.567 13.140 0.472
H 6.923 17.792 12.327 -0.009
H 5.739 16.734 14.894 0.339
H 4.189 16.325 13.112 0.455
H 4.838 14.942 13.711 0.439
H 5.382 15.405 12.123 0.158
H 7.221 15.348 15.025 -0.013
C 10.501 13.492 15.030 -0.015
C 10.515 14.092 13.638 1.379
C 11.633 13.569 12.740 -1.286
O 9.227 13.751 13.031 0.600
H 11.369 13.815 15.596 0.458
H 10.533 12.424 15.061 -0.299
H 9.675 13.833 15.657 -0.610
H 10.589 15.186 13.706 -0.234
H 11.659 14.141 11.815 -0.077
H 11.661 12.497 12.532 0.125
H 12.610 13.842 13.176 0.530
H 8.576 14.419 13.242 -0.279
C 14.192 15.857 7.699 -1.349
C 14.754 15.285 8.985 0.409
C 14.165 15.794 10.312 -0.883
O 14.608 13.923 9.090 -0.499
H 14.308 16.924 7.773 0.379
H 13.180 15.550 7.600 0.232
H 14.725 15.627 6.786 0.410
H 15.823 15.541 9.000 0.275
H 14.374 16.841 10.389 0.515
H 14.715 15.310 11.132 0.320
H 13.101 15.744 10.365 -0.093
H 15.231 13.474 8.500 0.257
C 7.469 10.355 14.692 0.405
O 6.536 9.881 15.345 -0.722
N 8.702 9.770 14.701 -0.176
N 7.311 11.417 13.898 -0.221
H 9.499 10.138 14.212 0.092
H 8.767 8.922 15.270 0.211
H 6.389 11.845 14.013 0.236
H 8.083 12.039 13.714 0.019
C 12.478 9.385 11.763 0.486
O 12.152 8.782 12.764 -0.624
N 11.792 9.352 10.552 -0.318
N 13.683 10.148 11.677 -0.504
H 11.009 8.737 10.498 0.248
H 12.131 9.855 9.716 0.199
H 13.620 11.018 11.089 0.309
H 14.063 10.465 12.571 0.317
O 15.157 14.600 17.893 -0.630
H 14.234 14.634 17.610 0.307
H 15.636 14.416 17.072 0.319
O 12.564 11.968 9.624 -0.699
H 13.026 12.784 9.383 0.410
H 11.682 12.294 9.906 0.410
```

Calculated values
Frontier orbital gap = 9.948 eV
Energy relative to the best compared isomer or geometry (same formula, charge and spin) = 0.000 eV
LUMO energy = 0.01612 Ha
Largest force on an atom = 2.6 eV Å⁻¹
Net charge = 0
Structure (SMILES) = NC(N)=O.NC(N)=O.CC(C)O.CC(C)O.CC(C)O.CC(C)O.CC(C)O.CC(C)O.CC(C)O.CC(C)O.O.O
Multiplicity = 1

---

Here is an isolated molecule of C4H8O2 from the Open Molecules 2025 dataset. Energies are from the ωB97M-V functional and the def2-TZVPD basis.

XYZ file:
```
14
Properties=species:S:1:pos:R:3:nbo_charge:R:1
C 1.769 0.778 -0.037 -0.639
C 0.879 -0.318 0.487 0.071
O -0.140 0.058 1.408 -0.507
C -0.539 -0.488 0.148 0.025
C -1.337 0.469 -0.705 -0.089
O -2.478 0.907 -0.001 -0.707
H 1.205 1.693 -0.234 0.217
H 2.269 0.465 -0.960 0.219
H 2.541 1.013 0.704 0.222
H 1.409 -1.226 0.785 0.182
H -0.967 -1.489 0.228 0.186
H -1.695 -0.046 -1.602 0.186
H -0.716 1.316 -1.030 0.162
H -2.158 1.215 0.860 0.474
```

Calculated values
Frontier orbital gap = 11.294 eV
Energy relative to the best compared isomer or geometry (same formula, charge and spin) = 1.946 eV
LUMO energy = 0.03891 Ha
Largest force on an atom = 0.4 eV Å⁻¹
Net charge = 0
Structure (SMILES) = C[C@H]1O[C@H]1CO
Multiplicity = 1

---

Here is an isolated molecule of C6H9N3 from the Open Molecules 2025 dataset. Energies are from the ωB97M-V functional and the def2-TZVPD basis.

XYZ file:
```
18
Properties=species:S:1:pos:R:3:nbo_charge:R:1
C -0.570 -1.781 1.137 0.270
C -0.351 -1.378 -0.317 -0.155
C 0.557 -0.069 -1.703 -0.211
C -0.801 -0.017 -0.838 -0.192
C -0.564 1.226 0.222 -0.070
C 0.553 1.511 1.208 -0.297
H -0.794 -2.129 -0.863 0.208
H 1.694 -1.838 -0.893 0.363
H 1.212 0.751 -1.790 0.200
H 0.254 -0.363 -2.785 0.172
H -1.683 0.105 -1.430 0.225
H -1.045 2.239 -0.123 0.205
H 1.189 2.366 1.448 0.207
H 1.280 0.625 1.282 0.200
H -0.778 0.339 2.160 0.382
N -0.278 -1.889 2.307 -0.316
N 0.990 -0.946 -0.631 -0.576
N -0.866 1.249 1.609 -0.615
```

Calculated values
Frontier orbital gap = 9.735 eV
Energy relative to the best compared isomer or geometry (same formula, charge and spin) = 4.366 eV
LUMO energy = 0.02327 Ha
Largest force on an atom = 6.6 eV Å⁻¹
Net charge = 0
Structure (SMILES) = N#C[C@@H]1NC[C@@H]1[C@@H]1CN1
Multiplicity = 1

---

Here is an isolated molecule of C5H13N3O from the Open Molecules 2025 dataset. Energies are from the ωB97M-V functional and the def2-TZVPD basis.

XYZ file:
```
22
Properties=species:S:1:pos:R:3:nbo_charge:R:1
C -0.718 1.050 0.498 -0.491
C 1.837 0.750 1.111 -0.659
C -2.049 0.363 0.330 -0.631
C 0.677 -0.158 0.732 0.286
N 0.280 -1.165 1.501 -1.010
H 0.343 -0.939 2.493 0.363
H -0.630 1.475 1.499 0.194
H -0.546 1.851 -0.220 0.182
H 2.746 0.146 1.193 0.210
H 1.981 1.535 0.366 0.211
H 1.657 1.220 2.079 0.218
H -2.877 1.061 0.495 0.205
H -2.149 -0.462 1.041 0.232
H -2.180 -0.059 -0.672 0.170
N -0.430 -0.124 -2.491 -0.434
C 0.935 -0.875 -0.838 0.124
O 0.136 -2.001 -0.901 -0.774
N 0.566 0.176 -1.721 0.027
H -0.055 -2.190 0.061 0.536
H -0.667 0.527 -3.227 0.407
H -0.856 -1.049 -2.385 0.424
H 1.999 -1.130 -0.944 0.209
```

Calculated values
Frontier orbital gap (alpha / beta) = 5.500 / 4.577 eV
Energy relative to the best compared isomer or geometry (same formula, charge and spin) = 6.057 eV
LUMO energy (alpha / beta) = -0.04310 / -0.06042 Ha
Largest force on an atom = 2.5 eV Å⁻¹
Net charge = 0
Multiplicity = 1

---

Q: Which of these has the lowest largest force on an atom?
A: C4H8O2

---

Q: Which formula does entry 3 have?
A: C6H9N3